Run P
Computed, not measured: a structure of composition CH7N3S, with wB97M-V/def2-TZVPD.

Values from the calculation:
LUMO: 0.0274 hartree
HOMO: -0.288 hartree
Orbital gap: 8.59 eV
Molar mass: 93.15 g mol⁻¹
Charge: 0

Element x y z (Å)
C  0.5255  -1.5711  0.3707
N  -2.1458  -0.0808  -0.5106
N  1.1399  1.4504  0.2137
N  -0.2029  1.3195  -0.1676
S  -1.1185  0.1149  0.6224
H  1.4051  -1.1450  0.8138
H  0.5522  -1.7403  -0.6911
H  0.0811  -2.3655  0.9453
H  -3.0322  -0.4492  -0.2071
H  1.7593  0.8177  -0.2920
H  1.4413  2.4073  0.0700
H  -0.4049  1.2421  -1.1676



Run Q
Computed, not measured: the molecule CH7N3S, with wB97M-V/def2-TZVPD.

Values from the calculation:
SMILES: CN(N)NS
LUMO: 0.0240 hartree
HOMO: -0.317 hartree
Orbital gap: 9.28 eV
Molar mass: 93.15 g mol⁻¹
Charge: 0

Element x y z (Å)
C  -1.0533  -1.0106  -0.2343
N  -0.3788  0.0345  0.5569
N  -0.7443  1.3528  0.2703
N  0.9686  -0.1264  0.5935
S  1.9553  0.1712  -0.9917
H  -2.0382  -0.7766  -0.0831
H  -0.6836  -1.0421  -1.2693
H  -0.8406  -2.0068  0.0181
H  -0.6252  1.9545  1.2199
H  -0.0980  1.8849  -0.3202
H  1.3368  0.7042  1.2330
H  2.2015  -1.1396  -0.9930



The most stable of them is run Q.